This record from OMol25 describes the molecule C6H11N at a distorted geometry. The level of theory is ωB97M-V/def2-TZVPD.

Each line ends with the natural charge from an NBO analysis.
Geometry (Å):
1 N -0.1558 -0.2950 0.9719  -0.63
2 C -1.0399 -0.8526 1.9223  0.04
3 C -2.1703 -0.2455 2.3165  -0.57
4 C 0.7470 0.4041 -1.8418  -0.14
5 C 0.6526 -1.0613 0.0842  -0.23
6 C 1.4547 -0.0149 -0.7756  -0.25
7 C 0.7343 1.8156 -2.4484  -0.67
8 H -0.8015 -1.8886 2.2396  0.19
9 H 0.1025 -0.3706 -2.3894  0.20
10 H -2.5907 -0.5101 3.3377  0.20
11 H 1.3382 -1.8026 0.4440  0.19
12 H 0.0549 -1.7389 -0.6377  0.16
13 H -0.2805 2.3654 -2.2470  0.22
14 H 2.0227 0.4805 0.0446  0.21
15 H -0.1622 0.7203 0.7808  0.41
16 H 0.6411 1.9155 -3.5703  0.23
17 H -2.9596 0.1594 1.6028  0.22
18 H 1.4556 2.4626 -1.9519  0.22

Summary:
* Kohn-Sham gap: 0.32475 hartree
* structure (SMILES): C=CNC/C=C/C
* molecular weight: 97.161 g mol⁻¹
* E_HOMO: -7.74 eV

---

This record from OMol25 describes the molecule C6H11N at a distorted geometry. The level of theory is ωB97M-V/def2-TZVPD.

Each line ends with the natural charge from an NBO analysis.
Geometry (Å):
1 N 0.6271 -1.2541 0.5500  -0.62
2 C -0.8400 -0.6307 -1.0988  -0.42
3 C -0.7800 -0.9260 0.3446  -0.06
4 C -0.8809 0.5736 1.0196  -0.44
5 C 1.2079 -0.0294 -0.0258  -0.06
6 C 0.5554 1.1555 0.7932  -0.44
7 C 0.5326 -0.0011 -1.4532  -0.40
8 H 1.1664 -0.6128 -2.1740  0.21
9 H -1.6307 0.0681 -1.2932  0.21
10 H -1.1026 0.4499 2.1058  0.20
11 H 2.3276 0.0365 -0.1651  0.21
12 H 0.6475 2.1792 0.3184  0.21
13 H -0.9325 -1.5318 -1.7157  0.21
14 H 0.4758 1.0001 -1.8230  0.20
15 H -1.5313 -1.6200 0.6528  0.21
16 H 1.0754 1.2539 1.7317  0.20
17 H 0.8026 -1.3346 1.5996  0.36
18 H -1.7202 1.2235 0.6331  0.21

Summary:
* Kohn-Sham gap: 0.37486 hartree
* structure (SMILES): C1C[C@H]2CC[C@@H]1N2
* molecular weight: 97.161 g mol⁻¹
* E_HOMO: -9.08 eV

---

This record from OMol25 describes the molecule C6H11N at a distorted geometry. The level of theory is ωB97M-V/def2-TZVPD.

Each line ends with the natural charge from an NBO analysis.
Geometry (Å):
1 N 1.0964 1.6481 1.8171  -0.39
2 C 0.7638 2.6689 2.5149  -0.08
3 C -0.5458 -1.2201 0.2058  -0.43
4 C -0.1971 -1.8156 -1.1701  -0.40
5 C 0.0592 1.0971 1.0141  -0.11
6 C 0.4381 -0.0148 0.3162  -0.11
7 C -0.3963 -0.7828 -2.2977  -0.63
8 H 0.8905 -1.9654 -1.1843  0.19
9 H -0.7321 -2.6992 -1.3628  0.20
10 H -0.5395 -1.0987 -3.4128  0.22
11 H -0.1572 3.2508 2.3186  0.14
12 H -0.3951 -2.0455 0.9822  0.22
13 H 0.5448 -0.1734 -2.2667  0.21
14 H -1.3351 -0.1628 -2.2729  0.21
15 H 1.4519 -0.3017 0.0329  0.21
16 H -1.5742 -0.8547 0.2407  0.21
17 H 1.4935 3.2620 2.9644  0.17
18 H -0.8659 1.2077 1.5603  0.18

Summary:
* Kohn-Sham gap: 0.34133 hartree
* structure (SMILES): C=N/C=C/CCC
* molecular weight: 97.161 g mol⁻¹
* E_HOMO: -8.71 eV

---

This record from OMol25 describes the molecule C6H11N. The level of theory is ωB97M-V/def2-TZVPD.

Each line ends with the natural charge from an NBO analysis.
Geometry (Å):
1 N 0.9301 0.1381 1.6788  -0.59
2 C 0.9058 1.1542 1.0023  0.24
3 C 0.5847 -2.3226 -0.0412  -0.65
4 C -0.7322 -0.1320 -0.3495  -0.47
5 C -0.2872 -1.2350 0.5394  -0.23
6 C 0.2046 1.1425 -0.3243  -0.30
7 C -0.5507 2.4270 -0.6592  -0.60
8 H 1.0183 1.0166 -1.0543  0.23
9 H 0.6654 -0.7501 2.0878  0.47
10 H -1.0663 -1.6144 1.2070  0.19
11 H -0.0007 -3.0282 -0.6508  0.21
12 H 1.3681 -1.9073 -0.6866  0.21
13 H -1.7392 0.2035 -0.0768  0.21
14 H -0.7652 -0.4592 -1.3976  0.23
15 H 0.1067 3.2987 -0.6017  0.22
16 H -1.3818 2.5788 0.0392  0.21
17 H 1.0785 -2.9169 0.7380  0.21
18 H -0.9665 2.3730 -1.6710  0.21

Summary:
* Kohn-Sham gap (spin up / spin down): 0.29740 / 0.29738 hartree
* molecular weight: 97.161 g mol⁻¹
* E_HOMO (spin up / spin down): -7.07 / -7.07 eV

---

This record from OMol25 describes an isolated ion of composition C6H11N2 and charge +1 at a distorted geometry. The level of theory is ωB97M-V/def2-TZVPD.

Each line ends with the natural charge from an NBO analysis.
Geometry (Å):
1 N -1.8370 -0.5439 0.1606  -0.36
2 N 1.8802 0.2496 -0.1252  -0.52
3 C -2.9564 0.3301 0.0296  -0.42
4 C -0.7214 -0.4759 0.9760  0.24
5 C 0.9191 1.1612 0.5028  -0.43
6 C -0.7537 -0.6372 -0.6946  0.05
7 C 0.1146 -1.4595 0.1662  -0.32
8 C 1.6071 -1.2053 0.1624  -0.23
9 H 1.8572 0.3762 -1.1425  0.43
10 H 1.9933 -1.4463 1.1556  0.25
11 H 2.8403 0.4501 0.1835  0.44
12 H 0.5690 1.9577 -0.1260  0.22
13 H 2.1215 -1.8139 -0.5814  0.24
14 H 1.1620 1.4346 1.5138  0.23
15 H -3.6725 -0.1336 -0.6490  0.24
16 H -2.6767 1.3115 -0.3671  0.21
17 H -0.4829 0.1281 -1.4042  0.21
18 H -0.1454 -2.5020 0.3132  0.29
19 H -3.4187 0.4506 1.0056  0.24

Summary:
* Kohn-Sham gap (spin up / spin down): 0.30334 / 0.30340 hartree
* molecular weight: 111.168 g mol⁻¹
* total charge: +1
* E_HOMO (spin up / spin down): -12.00 / -12.00 eV

---

This record from OMol25 describes an isolated ion of composition C6H11N2 and charge +1 at a distorted geometry. The level of theory is ωB97M-V/def2-TZVPD.

Each line ends with the natural charge from an NBO analysis.
Geometry (Å):
1 N 1.2270 -1.1005 0.3344  -0.76
2 N -0.5516 0.0582 1.3499  -0.55
3 C -0.0147 -0.2191 2.7099  -0.47
4 C 0.1358 -0.3370 0.3049  0.55
5 C -0.6695 0.0650 -1.2364  0.00
6 C 1.3827 1.0289 -1.9544  -0.34
7 C 0.1172 0.6577 -2.3021  -0.25
8 C -1.9681 -0.0939 -1.1455  -0.40
9 H 1.0870 0.2090 2.8629  0.24
10 H -0.3987 0.9188 -3.1897  0.25
11 H 1.6763 -1.3693 1.2444  0.44
12 H -2.4246 -0.5517 -0.3378  0.21
13 H 1.5313 0.7529 -0.9129  0.18
14 H 1.9574 1.8107 -2.5748  0.26
15 H -0.7159 0.3296 3.3957  0.26
16 H -1.4278 0.5143 1.0254  0.46
17 H -2.5463 0.0427 -2.0505  0.24
18 H 1.6569 -1.4075 -0.5339  0.45
19 H -0.0542 -1.3088 3.0106  0.24

Summary:
* Kohn-Sham gap: 0.36398 hartree
* structure (SMILES): C=CC(=C)/C(N)=[NH+]/C
* molecular weight: 111.168 g mol⁻¹
* total charge: +1
* E_HOMO: -13.24 eV

---

This record from OMol25 describes an isolated ion of composition C6H11N2O and charge +1 at a distorted geometry. The level of theory is ωB97M-V/def2-TZVPD.

Each line ends with the natural charge from an NBO analysis.
Geometry (Å):
1 O 2.2327 1.3492 0.0351  -0.62
2 N 2.7965 -0.8318 -0.1550  -0.80
3 N -0.3146 1.0962 -0.1770  -0.35
4 C -1.8415 -0.5353 0.5703  -0.42
5 C 0.3926 -0.1712 -0.3268  0.03
6 C 1.9233 0.1766 -0.1255  0.67
7 C -1.5382 0.9396 0.6442  -0.22
8 C -0.4795 -1.1551 0.5933  -0.40
9 C -0.2427 0.5398 -1.4545  -0.23
10 H 0.3840 1.0397 -2.1407  0.26
11 H -1.0770 0.0407 -2.0592  0.27
12 H -0.0634 -1.1776 1.5957  0.24
13 H 3.7165 -0.3159 0.0736  0.44
14 H -2.2878 -0.7080 -0.4618  0.21
15 H -2.4909 -0.9198 1.3342  0.27
16 H -2.2970 1.6780 0.3610  0.25
17 H -1.3082 1.1886 1.6214  0.23
18 H 0.3654 1.7880 0.1038  0.48
19 H -0.5721 -2.1738 0.2879  0.25
20 H 2.7019 -1.8481 -0.3199  0.45

Summary:
* Kohn-Sham gap: 0.44660 hartree
* structure (SMILES): NC(=O)[C@@]12CCC[N@@H+]1C2
* molecular weight: 127.167 g mol⁻¹
* total charge: +1
* E_HOMO: -14.79 eV

---

This record from OMol25 describes an isolated ion of composition C6H11N2O and charge +1 at a distorted geometry. The level of theory is ωB97M-V/def2-TZVPD.

Each line ends with the natural charge from an NBO analysis.
Geometry (Å):
1 O 1.8386 0.5362 -1.0047  -0.45
2 N 0.8959 -0.2732 0.8535  -0.17
3 N 3.2997 -0.4158 0.5799  -0.69
4 C -0.2244 0.0964 -0.0400  0.01
5 C 2.0622 -0.1008 0.1687  0.35
6 C 0.4537 0.3919 -1.4029  -0.06
7 C -1.2866 -1.0059 -0.2259  -0.21
8 C -0.9396 1.3189 0.5210  -0.57
9 C -2.2907 -1.0842 -1.0614  -0.35
10 H -1.0404 -1.8562 0.4220  0.21
11 H -1.7340 1.6834 -0.3099  0.25
12 H 4.1034 -0.2642 -0.1109  0.45
13 H 3.5703 -0.5950 1.5536  0.43
14 H -1.5370 1.0724 1.2928  0.23
15 H -0.3327 2.0848 0.8671  0.23
16 H -2.7012 -0.4641 -1.8555  0.23
17 H 0.1340 1.3425 -1.7702  0.23
18 H -2.8888 -1.9949 -1.0839  0.23
19 H 0.3925 -0.4937 -2.0736  0.22
20 H 0.7290 -1.1351 1.5086  0.42

Summary:
* Kohn-Sham gap (spin up / spin down): 0.24469 / 0.21506 hartree
* molecular weight: 127.167 g mol⁻¹
* multiplicity: 3
* total charge: +1
* E_HOMO (spin up / spin down): -9.70 / -14.29 eV

---

This record from OMol25 describes an isolated ion of composition C6H11N2O5 and charge -1 at a distorted geometry. The level of theory is ωB97M-V/def2-TZVPD.

Each line ends with the natural charge from an NBO analysis.
Geometry (Å):
1 O -1.8792 1.5639 0.1495  -0.52
2 O -1.0057 -1.7750 -0.6025  -0.60
3 O 3.5927 0.4267 1.0198  -0.57
4 O -0.2297 0.1286 -1.5305  -0.37
5 O 2.9491 1.4287 -0.7970  -0.61
6 N 2.8087 0.5353 0.0735  0.46
7 N -1.0422 -0.5059 -0.6420  0.29
8 C 1.5427 -1.4357 0.9699  -0.65
9 C -1.9255 0.1573 0.0197  0.45
10 C 1.0991 -0.4555 -1.4474  -0.15
11 C 1.7760 -0.3379 -0.1011  -0.14
12 C -0.6835 2.2850 0.0425  -0.25
13 C -3.0372 -0.4820 0.5996  -0.68
14 H 2.1856 -1.0823 1.8876  0.24
15 H -3.3657 0.0122 1.4561  0.23
16 H -0.7959 3.2441 0.5442  0.17
17 H -3.9286 -0.5136 -0.1433  0.22
18 H -0.4241 2.4987 -0.9714  0.19
19 H -2.7512 -1.6060 0.7529  0.28
20 H 1.8903 -2.5227 0.7529  0.17
21 H 0.9333 -1.6169 -1.5214  0.20
22 H 0.0573 1.5939 0.5611  0.21
23 H 0.5031 -1.5078 1.1717  0.20
24 H 1.7306 -0.0328 -2.2445  0.23

Summary:
* Kohn-Sham gap: 0.23741 hartree
* structure (SMILES): CO/C(C)=[N+](/[O-])OCC(C)=[N+]([O-])[O-]
* molecular weight: 191.163 g mol⁻¹
* total charge: -1
* E_HOMO: -3.13 eV

---

This record from OMol25 describes an isolated ion of composition C6H11N2S and charge +1 at a distorted geometry. The level of theory is ωB97M-V/def2-TZVPD.

Each line ends with the natural charge from an NBO analysis.
Geometry (Å):
1 S 3.2692 0.7009 0.4054  0.35
2 N 0.5614 -0.6726 -0.0867  -0.36
3 N -0.5230 1.4301 0.1135  -0.53
4 C 0.5248 0.6314 -0.1540  0.57
5 C 2.9029 -1.0382 0.2095  -0.34
6 C -1.8495 1.1235 0.5273  -0.46
7 C 1.8905 1.2926 -0.6255  -0.56
8 C 1.6955 -1.5086 -0.0037  -0.06
9 C -0.7082 -1.4648 -0.0458  -0.41
10 H 1.4154 -2.5480 -0.0132  0.24
11 H -0.3345 2.4010 0.0349  0.42
12 H 2.0239 1.0775 -1.6659  0.26
13 H -0.5121 -2.5010 -0.0823  0.23
14 H -1.4384 -1.2384 -0.7807  0.23
15 H -2.7304 1.0031 -0.1347  0.25
16 H -2.1881 1.9246 1.1601  0.24
17 H -1.1451 -1.2841 0.8862  0.21
18 H -1.7461 0.3466 1.3492  0.22
19 H 3.6285 -1.7760 0.3796  0.26
20 H 1.8454 2.2882 -0.3438  0.24

Summary:
* Kohn-Sham gap: 0.32503 hartree
* structure (SMILES): C/[NH+]=C1/CSC=CN1C
* molecular weight: 143.235 g mol⁻¹
* total charge: +1
* E_HOMO: -12.57 eV

---

This record from OMol25 describes an isolated ion of composition C6H11N2S and charge +1 at a distorted geometry. The level of theory is ωB97M-V/def2-TZVPD.

Each line ends with the natural charge from an NBO analysis.
Geometry (Å):
1 S 1.9763 -0.7877 0.0553  0.19
2 N 0.4099 1.3987 0.5238  -0.35
3 N -0.8928 -1.8405 -0.4886  -0.52
4 C -1.6518 0.7406 -0.4795  -0.42
5 C -0.9903 1.7791 0.3385  -0.25
6 C -1.2589 -1.4758 0.8364  -0.23
7 C 3.2909 0.4026 -0.4109  -0.66
8 C 0.5275 0.1966 0.1961  0.09
9 C -0.7806 -0.4775 -0.1380  0.04
10 H 0.0776 -2.1818 -0.5433  0.47
11 H -2.2590 -1.2512 1.1857  0.26
12 H -2.6263 0.4586 -0.0549  0.23
13 H -1.6065 -2.2279 -1.2077  0.47
14 H 4.2733 -0.2428 -0.2232  0.26
15 H 3.0873 0.6535 -1.3525  0.22
16 H -1.1158 2.7551 -0.0322  0.24
17 H -0.5476 -1.8223 1.5997  0.25
18 H 3.1992 1.2111 0.3222  0.26
19 H -1.3197 1.6397 1.3959  0.21
20 H -1.7926 1.0719 -1.5229  0.25

Summary:
* Kohn-Sham gap: 0.34926 hartree
* structure (SMILES): CSC1=NCC[C@]12C[NH2+]2
* molecular weight: 143.235 g mol⁻¹
* total charge: +1
* E_HOMO: -12.87 eV

---

This record from OMol25 describes C6H11N2S as an isolated structure at a distorted geometry. The level of theory is ωB97M-V/def2-TZVPD.

Each line ends with the natural charge from an NBO analysis.
Geometry (Å):
1 S -1.0786 -0.9483 -0.4042  0.79
2 N 1.1525 -0.2459 -0.2778  -0.47
3 N -0.9144 0.6476 0.0020  -0.47
4 C -2.7328 -0.8806 0.0278  -0.33
5 C 2.2093 -0.4967 -1.2990  -0.40
6 C -3.0806 0.3633 0.5286  -0.28
7 C -2.0062 1.2461 0.4226  0.09
8 C 1.4813 -0.7421 1.0420  -0.43
9 C 0.4829 0.9483 -0.2956  -0.05
10 H 1.8967 -0.2915 -2.2529  0.22
11 H 3.0811 0.1687 -0.9534  0.20
12 H 1.8028 -1.7986 0.8467  0.23
13 H 0.5575 -0.6544 1.6301  0.21
14 H -4.0742 0.7903 0.7316  0.27
15 H -1.9238 2.2483 0.9244  0.26
16 H 2.6199 -1.4800 -1.3046  0.23
17 H 0.8791 1.7120 0.5646  0.21
18 H 2.4301 -0.3368 1.4061  0.22
19 H -3.2798 -1.7532 0.0161  0.26
20 H 0.4973 1.5037 -1.3550  0.25

Summary:
* Kohn-Sham gap: 0.32502 hartree
* molecular weight: 143.235 g mol⁻¹
* total charge: +1
* E_HOMO: -13.18 eV

---

E: -289.83168; -289.94425; -289.85851; -289.81485; -344.26845; -344.40689; -419.69890; -419.49480; -720.70279; -742.63482; -742.57783; -742.60032 (Ha)